Density functional theory data (the ωB97M-V functional and the def2-TZVPD basis) for a molecular structure, C5H6O.

As for the LUMO energy (spin up / spin down): 0.45 / 0.16 eV. The calculation puts the relative energy (zero: lowest compared OMol25 entry of this formula, charge and spin) at 159.1 kcal/mol. For the max |F|, the calculation gives 0.587 eV Å⁻¹. Its gap between HOMO and LUMO (spin up / spin down) is 8.558 / 7.941 eV. The spin multiplicity is 1.

The geometry in XYZ format:
```
12
Properties=species:S:1:pos:R:3:forces:R:3:lowdin_charge:R:1
C 0.783 2.267 1.194 -0.178 -0.338 -0.191 0.124
C 0.251 1.306 0.703 0.217 0.496 0.228 -0.109
C -0.400 0.138 0.121 -0.174 0.088 0.114 -0.312
C 0.317 -1.132 0.440 -0.073 -0.085 0.456 -0.130
O 0.880 -1.215 -0.734 0.232 -0.246 -0.474 -0.010
C 0.130 -0.180 -1.290 0.244 0.295 0.029 -0.112
H 1.267 3.113 1.627 -0.093 -0.124 -0.073 0.028
H -1.480 0.141 0.280 0.118 -0.003 -0.023 0.139
H 0.366 -1.915 1.184 -0.037 0.134 -0.093 0.127
H -1.532 -2.049 -0.645 -0.083 -0.013 -0.122 0.083
H -1.438 -1.625 -1.272 -0.081 -0.128 0.102 0.070
H 0.711 0.507 -1.902 -0.094 -0.076 0.048 0.102
```
Forces are in eV/Å.

=====

Density functional theory data (the ωB97M-V functional and the def2-TZVPD basis) for a single C4H6N2S molecule at a distorted geometry.

As for the LUMO energy: 0.64 eV. Its SMILES is N#C[C@H]1CNCS1. The calculation puts the relative energy (zero: lowest compared OMol25 entry of this formula, charge and spin) at 43.9 kcal/mol. For the max |F|, the calculation gives 3.907 eV Å⁻¹. Its gap between HOMO and LUMO is 9.919 eV. The spin multiplicity is 1.

The geometry in XYZ format:
```
13
Properties=species:S:1:pos:R:3:forces:R:3:lowdin_charge:R:1
C -2.056 0.447 0.009 -1.207 0.491 1.290 -0.267
C 0.478 0.900 -0.351 -0.265 -0.485 -2.256 -0.172
C 0.769 -0.996 0.918 0.827 1.088 -3.445 -0.409
C -0.925 -0.041 -0.782 2.487 0.535 2.965 -0.531
N -2.858 0.823 0.771 1.529 -0.679 -1.634 0.151
N 1.513 0.054 0.190 -2.717 0.662 2.183 -0.097
S -0.386 -1.691 -0.340 -0.127 -1.162 -0.446 0.874
H 0.943 1.448 -1.194 -0.803 -0.359 0.063 0.117
H -0.048 1.623 0.235 0.684 0.400 1.296 0.087
H 1.454 -1.643 1.347 0.714 -1.663 0.996 0.066
H -0.002 -0.620 1.496 -0.458 1.291 2.237 0.039
H -1.013 -0.002 -1.793 -0.777 0.259 -2.797 0.045
H 2.132 -0.302 -0.506 0.113 -0.378 -0.453 0.098
```
Forces are in eV/Å.

=====

Density functional theory data (the ωB97M-V functional and the def2-TZVPD basis) for a single C6H10O molecule at a distorted geometry.

As for the LUMO energy: 1.09 eV. Its SMILES is C[C@H]1OC[C@H]2C[C@H]21. The calculation puts the relative energy (zero: lowest compared OMol25 entry of this formula, charge and spin) at 29.6 kcal/mol. For the max |F|, the calculation gives 2.252 eV Å⁻¹. Its gap between HOMO and LUMO is 10.535 eV. The spin multiplicity is 1.

The geometry in XYZ format:
```
17
Properties=species:S:1:pos:R:3:forces:R:3:lowdin_charge:R:1
C -2.197 -0.380 0.147 -0.028 -0.176 0.007 -0.046
C -0.850 -0.081 -0.470 -0.169 -0.491 -0.596 -0.378
O -0.553 1.277 -0.129 -0.165 -0.037 -0.502 -0.094
C 0.852 1.538 -0.115 0.081 -0.057 -0.167 -0.154
C 1.537 0.189 -0.247 0.040 0.014 -0.113 -0.200
C 1.342 -0.732 0.923 -0.028 -0.120 0.214 -0.060
C 0.429 -0.839 -0.256 -0.087 -0.234 -0.128 -0.207
H -2.907 0.243 -0.410 -0.040 -0.188 0.229 0.083
H -2.313 -0.155 1.212 0.292 -0.116 -0.131 0.082
H -2.420 -1.427 -0.064 -0.254 -0.019 0.193 0.080
H -1.040 -0.470 -1.563 0.248 2.049 0.901 0.163
H 1.100 2.227 -0.932 0.069 -0.236 -0.032 0.118
H 1.126 2.045 0.828 -0.327 -0.196 -0.255 0.126
H 2.409 0.111 -0.890 -0.131 -0.074 0.174 0.136
H 0.998 -0.301 1.862 -0.047 -0.050 -0.174 0.115
H 2.044 -1.554 1.028 -0.070 0.157 0.072 0.103
H 0.443 -1.690 -0.924 0.617 -0.226 0.308 0.136
```
Forces are in eV/Å.

=====

Density functional theory data (the ωB97M-V functional and the def2-TZVPD basis) for 3 unconnected molecules or ions with the total composition C3H13NO3 at a distorted geometry.

As for the LUMO energy: 0.65 eV. Its SMILES is CNCCO.O.O. The calculation puts the relative energy (zero: lowest compared OMol25 entry of this formula, charge and spin) at 30.9 kcal/mol. For the max |F|, the calculation gives 2.291 eV Å⁻¹. Its gap between HOMO and LUMO is 9.725 eV. The spin multiplicity is 1.

The geometry in XYZ format:
```
20
Properties=species:S:1:pos:R:3:forces:R:3:lowdin_charge:R:1
C -1.629 0.299 1.357 1.268 -1.895 -0.220 -0.106
N -0.999 -0.230 0.138 0.042 1.088 -0.153 -0.150
C 0.168 -1.073 0.308 -0.995 -0.815 0.532 -0.236
C 0.999 -1.126 -0.938 0.545 -0.691 -0.875 -0.292
O 1.263 0.139 -1.482 -0.272 0.542 -0.086 -0.069
H -0.862 0.851 1.896 -0.346 0.857 -0.203 0.078
H -1.831 -0.521 2.071 -0.598 0.121 -0.194 0.079
H -2.525 0.812 1.045 -0.126 0.565 0.507 0.069
H -1.673 -0.627 -0.496 0.126 -0.298 -0.036 0.082
H 0.745 -0.712 1.162 -0.002 0.108 -0.064 0.121
H -0.186 -2.098 0.529 0.524 0.057 0.234 0.122
H 1.954 -1.635 -0.770 0.084 0.408 0.425 0.119
H 0.569 -1.814 -1.687 -0.547 0.391 0.009 0.113
H 0.435 0.662 -1.444 0.455 -0.472 0.141 0.086
H 4.924 2.973 0.212 -0.058 -0.141 0.270 0.035
H 5.050 2.116 1.505 -0.234 0.171 0.148 0.024
O 5.380 2.225 0.614 0.298 -0.039 -0.418 -0.059
H -4.506 -0.475 -1.727 -0.165 -0.447 0.208 0.037
H -3.393 0.016 -0.754 -0.018 -0.362 0.582 -0.023
O -3.882 0.219 -1.539 0.017 0.851 -0.808 -0.030
```
Forces are in eV/Å.

=====

Q: What is the formula in the fourth record?
A: C3H13NO3

=====

Q: relative energy (zero: lowest compared OMol25 entry of this formula, charge and spin) of number 1 (C5H6O)?
A: 159.1 kcal/mol

=====

Q: What is the max |F| in the first record?
A: 0.587 eV Å⁻¹